{"formula": "C48H132N12O12", "method": "ωB97M-V/def2-TZVPD", "largest_force_ev_per_a": 3.920, "de_lowest_kcal_mol": 110.1, "lumo_energy_ha": 0.0187, "homo_lumo_gap_ev": 9.151, "charge": 0, "mol_weight_g_mol": 1069.66, "e_tot_ev": -94358.504, "homo_energy_ev": -8.64, "symbols": ["H", "H", "H", "H", "H", "C", "N", "H", "N", "H", "H", "H", "H", "C", "N", "C", "C", "C", "H", "H", "C", "C", "H", "H", "H", "O", "H", "C", "H", "H", "H", "N", "H", "H", "H", "N", "H", "H", "N", "H", "H", "H", "H", "H", "H", "H", "C", "H", "C", "H", "H", "H", "C", "C", "H", "H", "H", "H", "H", "O", "H", "H", "H", "O", "O", "O", "H", "C", "C", "C", "H", "H", "H", "H", "H", "C", "H", "H", "H", "N", "C", "H", "H", "H", "H", "H", "H", "C", "H", "H", "H", "H", "C", "H", "H", "O", "H", "H", "H", "H", "H", "H", "H", "H", "C", "H", "H", "H", "H", "N", "N", "H", "C", "H", "H", "H", "H", "C", "C", "C", "H", "C", "O", "H", "H", "H", "H", "C", "C", "C", "H", "C", "H", "C", "H", "C", "C", "O", "H", "H", "H", "C", "C", "C", "N", "C", "H", "O", "N", "H", "H", "H", "C", "C", "H", "H", "C", "C", "H", "H", "H", "H", "H", "O", "H", "O", "C", "H", "H", "C", "H", "H", "H", "H", "H", "H", "H", "H", "H", "H", "O", "C", "C", "H", "H", "H", "C", "H", "N", "H", "C", "H", "H", "H", "H", "H", "H", "H", "C", "H", "C", "H", "H", "H"], "positions_angstrom": [[-1.9002, 6.0985, -1.4013], [2.0375, -5.0755, 4.6150], [-3.4130, 2.0499, 5.6407], [0.8525, 3.9604, -2.4300], [-1.4666, 8.2091, 1.3746], [3.2694, -1.9723, 5.4535], [1.5252, -5.3915, -3.1008], [-3.4872, -4.8529, 0.9292], [-1.0021, 6.5481, -1.5085], [-0.4292, 5.7751, -1.8159], [3.1811, 0.7575, 4.9379], [7.2228, 3.8921, 1.3336], [0.5088, 3.3635, -4.8565], [0.9689, 3.7946, 1.0102], [-5.6964, -5.5645, -0.5323], [-4.5230, -4.8547, -1.0023], [1.0952, -4.9011, -0.7973], [-0.6343, 7.0081, -0.2195], [-1.8430, -3.7061, -6.7598], [-2.6787, 7.4541, 0.3706], [1.6589, 0.1416, -5.4362], [-0.3789, 5.7930, 0.7178], [0.6320, -4.9591, -3.2888], [-2.1184, -7.9099, -1.4589], [-4.8203, 0.4595, 0.6035], [2.3092, -1.1117, 4.8245], [-2.3069, -1.7917, -3.8339], [-2.4945, 1.1410, 7.4259], [0.0249, -4.7529, -0.9404], [3.8953, -0.2556, -2.8858], [-0.1641, 1.0975, -4.9535], [0.3903, 1.6281, -6.9359], [-1.0750, 1.3416, 5.7418], [-0.2734, -4.3860, -8.1739], [-1.1538, 2.2092, 8.7289], [-4.8485, -0.5315, 0.7965], [-5.6114, 1.8059, -3.0784], [2.9818, -4.9980, -1.7457], [-3.8299, 5.0444, -1.8753], [0.4367, 0.2168, -2.4954], [6.2718, 6.7985, -0.5225], [-3.8418, -2.8898, -1.1113], [-0.2250, -0.9931, 4.5023], [-4.6148, 5.0211, -1.2401], [-4.2469, 0.6410, 6.3393], [-5.7078, -0.2417, 2.5479], [1.9931, -4.6112, -1.9923], [6.4742, -1.0215, -2.0863], [-3.7312, 3.8309, -2.6452], [-5.1982, -3.0977, 0.0668], [4.6434, 2.0755, 3.7709], [5.0373, -2.6738, 1.8715], [-1.0577, -0.6685, -0.9603], [-2.4294, -2.8748, -3.8351], [2.1543, -0.0548, 1.5201], [7.0603, 0.1165, -1.1151], [-3.1977, 3.7422, 1.6632], [-2.7368, 0.4447, 2.6902], [4.8321, -1.9183, -0.5505], [-2.8568, -6.4957, -0.1856], [0.8420, -1.3670, 0.0130], [-1.6692, -6.3825, -1.9054], [-5.7194, -6.5710, -0.4510], [-1.0649, -3.4291, -4.0036], [5.4086, -0.7517, 1.0707], [5.1284, 3.4225, 2.4006], [-1.1411, -1.6903, -1.3304], [4.8141, 3.9892, 1.1006], [-3.7817, 0.7525, 2.7309], [1.2045, 0.3964, 1.8070], [-1.9053, 4.6736, -3.4972], [5.1483, -3.8290, 5.5292], [-0.5773, 1.3298, -1.5766], [1.1849, -3.5378, 4.7002], [1.2693, -5.9317, -0.4877], [-0.7674, -1.4890, 5.3073], [-5.5344, -2.9362, -1.6216], [-2.9356, 0.1503, -1.2470], [-1.6208, -5.6263, -5.2526], [0.1431, -3.8727, -7.4102], [2.0665, -3.1031, -2.3820], [-6.4820, -5.3841, -1.1408], [-0.4200, -2.0006, -5.3326], [3.1264, 0.8708, -1.8345], [0.7186, -5.1800, 1.9482], [4.1895, -5.1954, 5.3603], [4.4486, 1.3833, -2.8886], [-2.7287, 4.0234, -3.7929], [1.7394, -0.2212, -4.4115], [-2.4587, -4.5308, -0.3517], [-4.9830, -2.5724, 2.5526], [4.2876, 1.6605, 2.0321], [-0.8576, -3.9741, -6.3787], [-4.1065, 3.5627, 3.2122], [-2.1664, 0.5822, 0.0532], [1.6194, 2.2367, -3.4661], [1.2467, 2.0069, -7.3144], [-2.6546, 2.6885, 8.6946], [2.4309, 4.1976, -3.0593], [3.3098, 2.8423, 2.8495], [-2.3860, 3.0661, -4.1856], [0.8914, -3.4519, 2.1014], [-4.7049, 3.6910, -3.1146], [-3.2450, 4.5659, -4.5849], [0.7290, 1.3501, -5.5250], [2.0753, -5.2322, -3.9327], [-3.9289, -0.8101, 0.4854], [2.2177, 0.3176, 6.3230], [-0.1209, 6.1061, 1.7295], [4.2443, -4.2458, 5.7000], [7.1495, 4.7558, 0.8152], [2.3758, 3.2546, -1.7508], [-1.3954, 0.6061, 6.4797], [-1.3000, 5.2118, 0.7622], [-3.2932, -2.2076, 2.3025], [2.6471, -2.9204, -3.2863], [1.3488, 0.7108, 4.8946], [1.2964, 2.6101, -4.8434], [5.5012, 6.0520, -0.3301], [-0.0839, -0.8255, 0.2070], [3.7691, 4.2952, 1.1489], [-3.7013, 1.5563, 6.5688], [-1.8021, -0.6104, 5.8521], [-4.0771, 2.6874, -0.7977], [1.2167, 4.1588, 2.0072], [-5.1797, 0.0743, -3.1429], [4.1844, -1.4830, 5.1197], [3.2234, -3.4746, 5.0500], [-4.6814, -0.4544, 2.2492], [5.1208, 0.2536, -1.1653], [-0.3340, -4.0317, 0.9872], [1.9484, -4.1487, 5.1818], [0.1027, -5.8475, -5.8837], [1.7788, 3.4281, -2.6461], [0.2367, 7.6570, -0.3107], [4.3207, 2.4383, 2.7950], [2.2700, 0.2394, 5.2371], [-4.0940, 1.9204, 1.9738], [-0.4923, 0.4152, 7.0596], [-1.2830, -6.0837, -6.8312], [4.5926, 6.6470, -0.2373], [-4.2131, -1.8251, 2.7448], [-0.4134, -3.0802, -5.1830], [4.9926, -1.6156, 2.1290], [-2.3816, -0.2372, -0.4967], [-3.4737, 3.0689, 2.4747], [-4.0778, -1.9489, 3.8193], [0.2822, 0.4079, 0.7516], [6.3415, -0.0615, -1.8020], [-3.0624, -3.1865, -4.6659], [-4.2868, -5.0915, -2.0397], [-2.7670, 0.3344, 8.1065], [-0.8947, -5.4381, -6.0434], [-2.5265, -6.8993, -1.4742], [5.8019, 5.8179, 1.8345], [1.4596, 1.3704, 2.2245], [-0.5397, 0.3377, -2.0263], [5.8007, 5.2027, 0.9347], [0.1879, 3.0415, 1.1156], [-5.4910, 0.9075, -1.6506], [2.6180, 0.3185, -5.9230], [-3.3282, -6.9508, -2.2109], [7.2118, 4.3438, -0.1049], [-3.6675, 1.4443, -2.4120], [0.6144, -3.3165, -4.9077], [1.5995, -4.1984, 0.3546], [0.6555, -4.2448, 1.3917], [1.7392, 3.1099, 0.6553], [3.9460, -1.3864, 2.3294], [-4.8107, -3.3511, -0.9200], [0.9315, -0.2645, 2.6296], [-1.2662, 0.3057, -2.8383], [-2.5291, 2.8508, 2.9730], [2.4082, -2.5482, -1.5082], [3.3403, -1.8363, 6.5327], [3.6158, -0.8427, 0.1146], [-2.4385, 2.6115, -1.3281], [-2.7542, -3.2918, -2.8818], [3.5463, -3.5774, 4.0139], [-4.2707, 5.6675, -2.5368], [0.5221, 4.8405, 0.1011], [-3.4610, 2.6938, -1.6968], [4.1029, 0.5883, -2.2279], [-0.3421, 2.3095, -7.0752], [-0.5453, -1.5021, 0.9264], [5.4634, 5.4622, -1.2460], [-1.6968, 7.9269, 0.3472], [1.1890, -0.6763, -5.9823], [-1.9263, 2.3353, 8.0906], [-1.7988, 8.7985, -0.2993], [-3.3074, -5.1665, -0.0991], [-1.3003, -2.3827, 4.9823], [-0.1032, -1.6774, 6.1507], [0.1655, -2.9093, -7.7126], [1.0698, -2.7129, -2.5881], [4.9436, 3.2155, 0.3438], [-4.3965, 2.1676, 7.1442], [-3.9830, 0.8680, 3.7959], [-5.0116, 1.0177, -2.6233], [2.1603, 3.0329, -5.3563], [4.6705, -0.9176, -0.1499], [5.2140, 1.2017, -0.6357], [5.5660, -1.5164, 3.0507], [1.5532, -4.2833, 6.1887]], "atomic_forces_ev_per_a": [[-0.6443, 0.0111, -0.2759], [-0.4354, -0.2984, 0.3427], [0.0577, 0.1229, 0.2008], [-0.2837, -0.5042, 0.1906], [0.0991, 0.2404, -0.0644], [0.9391, 1.0699, -0.3334], [-0.9711, -0.5119, -0.2513], [-0.4678, -0.7114, 0.2103], [-0.7473, -0.2512, -1.2652], [0.5935, 0.1026, 0.0603], [-0.0684, 0.2729, -0.3092], [0.3219, -0.0156, 0.9807], [-0.1093, 0.2393, 0.1543], [-1.4292, -0.1052, -0.2867], [-1.1032, -0.1659, 0.1433], [-0.1061, 0.2410, 0.5690], [1.6628, -0.5130, 1.1160], [0.8534, -0.4145, 1.1786], [-0.3154, 0.4186, 0.2056], [-0.0934, -0.2347, -0.0291], [-0.6422, -0.1733, -0.3627], [-0.2670, -0.4956, -0.7839], [-0.6016, -0.3318, -0.6145], [-0.2830, -0.2639, 0.5844], [-0.4463, 0.3897, -0.9127], [-1.1958, -1.1347, -0.1178], [-0.3987, 0.1366, 0.2297], [1.1426, 0.5026, -1.3324], [-0.0877, 0.3886, -0.2534], [0.1003, -0.2703, -0.0666], [-0.2747, 0.0036, -0.1924], [0.5151, -0.5410, 0.5218], [-0.3831, 0.3668, -0.2227], [0.4400, -0.0994, -0.5608], [0.3004, -0.7062, -0.2200], [0.5222, 0.4765, 0.6354], [0.0767, -0.0183, -0.5736], [0.2063, 0.2960, 0.2506], [-0.4599, 1.5011, -0.0210], [0.1524, -0.3602, 0.4614], [0.3272, -0.1474, 0.3622], [-0.1603, 0.6307, 0.2329], [-0.0036, -0.1816, -0.1135], [-0.0086, -0.7149, 0.7570], [-0.0166, 0.0067, -0.3165], [0.0486, -0.0715, 0.9259], [0.5374, 1.0461, -0.2848], [-0.4888, -0.1506, -0.0395], [-0.0553, -0.2253, -0.0305], [0.3305, 0.0817, 0.0320], [-0.0409, -0.1644, -0.1286], [0.0966, -0.1762, -0.3825], [1.1242, 0.3460, -0.5103], [2.2020, -0.7461, -0.4010], [0.3247, 0.0453, -0.5419], [0.5025, -0.1117, -0.1479], [-0.4021, 0.0933, -0.1409], [0.4310, 0.3304, -0.5066], [0.1818, -0.0546, -0.3629], [-0.5751, -0.3867, 0.6495], [0.1781, -0.1414, -1.0140], [-0.0690, 0.8629, -0.0579], [1.0084, -0.1422, 0.0096], [-2.1119, 0.3655, 1.1247], [0.6663, -0.2421, 0.1454], [2.4735, 2.6601, -1.4739], [-0.0434, -0.0503, -0.4889], [0.5706, 0.9067, 1.7624], [-0.9903, -1.5691, -0.0129], [0.6191, -1.2260, 0.2690], [0.2024, -0.2717, 0.1880], [0.2347, -0.3954, -0.0743], [0.1256, 0.0896, -0.0822], [-0.1249, -0.0851, -0.3227], [-0.4854, -0.5533, -0.6606], [-1.0809, 1.5971, 1.2945], [-0.0096, -0.3852, -0.2835], [0.0449, -0.1681, -0.5196], [0.4871, -0.1077, 0.5364], [0.0538, 0.6140, -0.6795], [-0.4066, -0.4957, 1.0999], [-0.1332, 0.4104, -0.0309], [-0.4280, 0.1778, -0.4906], [-0.0008, 0.1255, 0.2009], [-0.3754, -0.3221, -0.1253], [0.3682, -0.0028, 0.0207], [0.1605, 0.0804, 0.2313], [-0.3771, 0.0889, 0.2971], [0.4416, 0.3162, 0.0316], [0.1486, 0.4150, -0.6626], [-0.1216, 0.0646, -0.4483], [0.0325, -0.7500, 0.1535], [0.4366, 0.1250, 0.5816], [-0.1364, 0.2201, -0.0379], [-0.2428, 0.3337, 0.5821], [0.0950, 2.0830, -0.3277], [-0.0214, 0.1347, -0.6019], [-0.2027, 0.3951, -0.0345], [0.0474, -0.0183, -1.0809], [-0.6369, -0.2009, 0.4526], [0.0767, 0.0553, 0.0413], [0.1062, 0.1174, 0.0325], [-0.1177, -0.6975, -0.0905], [0.0336, -0.0718, -0.1989], [0.1395, 0.4586, 0.1358], [0.2584, 0.0152, -0.0279], [0.2003, -0.3540, -0.6798], [0.0803, -0.1226, 0.3441], [0.5378, -0.1358, 0.0843], [0.5604, 0.2619, 1.7982], [1.0304, -1.3370, -0.4730], [-0.6688, -0.8837, 0.3296], [0.4121, -1.1066, 0.1375], [-0.6470, 0.3187, 0.3626], [0.1203, 0.3876, -0.3818], [0.3675, -0.1028, 0.2212], [0.2399, -0.0906, -0.5078], [-0.3626, -1.1331, 1.2179], [-0.2464, 0.3308, 0.5728], [0.2411, -0.6744, 0.4292], [-0.1696, 0.1978, -0.2852], [-0.1024, -0.6738, 0.7892], [-0.2766, -0.1163, -0.3548], [-0.4455, 0.2955, 0.0326], [0.1625, 0.2890, -0.0711], [0.9314, 0.1338, -0.2181], [0.9109, -0.6875, -0.0847], [1.4780, 1.5866, -1.1025], [-0.1719, 0.1887, 0.1853], [-1.8698, -1.3337, 0.6742], [-0.3145, -0.2960, 0.2255], [-2.2926, -0.0696, -0.3567], [-0.0117, 0.2039, 0.6529], [0.6842, -0.0486, -0.4424], [0.5519, -0.3738, 0.1185], [-1.7331, -1.2407, 0.0042], [0.4191, -0.6663, 0.8264], [0.2861, -0.8851, 0.0223], [0.2570, -0.1654, 0.3966], [-0.0945, 0.4450, -0.6519], [-0.2763, -0.3052, -0.0117], [-0.4543, -0.3494, 0.7515], [0.2241, -1.1329, 0.0675], [-0.7115, 0.0873, -0.7165], [1.2521, -0.2786, 0.6585], [0.5048, 0.3139, 0.3109], [0.1246, 0.6419, 0.2561], [-0.4817, 1.6161, 0.4220], [2.1431, 0.5311, 0.0988], [-0.1585, -0.0399, 0.0860], [0.2644, -0.1006, -0.1738], [-0.0804, -0.0513, 0.1238], [-0.7377, -0.8437, 0.5574], [1.0325, -1.0625, -0.7828], [-0.6981, 0.0406, 0.0389], [-0.5727, 0.2239, -0.3891], [-0.5817, -0.5561, 0.0323], [-1.2125, 0.0272, -0.9843], [-0.7269, 0.2001, 0.2827], [-0.0518, -0.3162, 0.3248], [0.1921, 0.0870, 0.3080], [-0.3198, 0.3714, 0.1705], [0.3989, 0.2881, -0.7598], [0.1710, -0.4764, -0.5812], [0.3543, -0.1014, -0.6776], [-0.4847, 0.7180, -0.7591], [0.4127, 0.5873, 0.3374], [0.5885, 0.9472, -0.7086], [-0.2382, -0.0982, 0.3734], [0.4640, -0.3920, 0.2250], [-0.6490, 0.0272, 0.2531], [-0.0968, 0.2428, -0.1363], [0.1760, -0.2766, 0.1143], [0.4168, 0.2728, -0.2249], [-0.7451, -0.2171, 0.3965], [-0.3601, 0.0908, -0.2247], [0.2000, 0.3704, -0.2803], [-0.2088, 0.3089, -0.2070], [-0.7916, 0.9181, -0.7818], [0.5728, 1.0060, -0.3422], [1.4471, 0.0122, 1.0553], [-0.2795, -1.8138, -0.8238], [-1.0677, -0.5632, -0.4301], [-0.0343, 0.1446, 0.2944], [-0.5114, 0.2201, 0.6474], [-0.2097, -0.3176, 0.0880], [-0.4530, -0.2243, 0.0853], [-0.0068, 0.0169, -0.1794], [-0.8522, 0.1125, -0.0151], [0.1214, 0.0994, 0.1755], [0.0223, 0.6366, -0.8272], [0.2336, 0.0793, -0.0401], [0.3810, -0.4271, -0.2550], [0.2898, 0.2919, -0.3337], [-0.3074, -0.1786, -0.0409], [0.1126, 0.0270, -0.3283], [0.0561, 0.2458, -0.0494], [-0.1835, 0.3855, 0.1253], [-0.7667, 1.2958, 1.3647], [0.3263, -0.1367, -0.0414], [0.1335, 1.6969, 0.3740], [0.4256, -0.2955, 0.6183], [0.2792, 0.6050, -0.3192], [0.5077, -0.2990, 0.1916]]}